# C30H33F6N4O4Tc

A molecular structure, C30H33F6N4O4Tc (wB97M-V/def2-TZVPD, the Open Molecules 2025 dataset).

The LUMO energy (alpha / beta) comes out at -3.177 / -4.100 eV. As for the spin multiplicity: 4. For the HOMO-LUMO gap (alpha / beta), the calculation gives 0.255 / 0.220 Eh. The calculation puts the highest occupied orbital energy (alpha / beta) at -0.3715 / -0.3710 Eh. For the energy relative to the best compared isomer or geometry (same formula, charge and spin), the calculation gives 0.0 kcal per mole. The expectation value of S² is 3.773. As for the net charge: +1.

Atoms and positions in Å:
Tc 0.905 -0.622 -0.738
O 0.986 1.332 -1.043
C 1.105 1.990 -2.170
C 1.212 3.394 -2.109
C 1.298 4.157 -3.247
C 1.283 3.552 -4.512
C 1.202 2.190 -4.600
C 1.119 1.369 -3.454
C 1.075 -0.042 -3.664
N 0.991 -0.968 -2.766
C 0.999 -2.374 -3.177
C 0.410 -3.198 -2.027
N 1.037 -2.670 -0.820
C 1.886 -3.382 -0.160
C 2.828 -2.822 0.764
C 3.387 -3.618 1.775
C 4.375 -3.130 2.594
C 4.872 -1.843 2.366
C 4.376 -1.058 1.349
C 3.325 -1.506 0.534
O 2.885 -0.730 -0.436
H 1.210 3.848 -1.127
H 1.375 5.234 -3.167
H 1.339 4.157 -5.406
H 1.205 1.717 -5.576
H 1.132 -0.352 -4.708
H 0.434 -2.526 -4.099
H 2.033 -2.689 -3.346
H -0.665 -3.032 -1.974
H 0.605 -4.262 -2.163
H 1.959 -4.450 -0.370
H 3.008 -4.623 1.921
H 4.778 -3.738 3.391
H 5.667 -1.456 2.991
H 4.768 -0.066 1.162
C -0.632 2.998 2.074
C -1.933 2.349 1.615
O -1.736 1.224 0.817
C -2.682 3.329 0.690
F -3.758 2.768 0.114
F -1.859 3.713 -0.311
F -3.072 4.432 1.337
C -2.828 1.970 2.851
F -4.109 2.343 2.706
F -2.375 2.532 3.982
F -2.819 0.642 3.038
H 0.044 3.045 1.221
H -0.176 2.400 2.862
H -0.814 4.001 2.455
N 0.910 -0.128 1.238
C 0.704 -0.595 2.519
C -0.212 -1.625 2.778
C -0.453 -2.033 4.077
C 0.210 -1.438 5.142
C 1.147 -0.440 4.897
C 1.393 -0.022 3.605
H 1.559 0.656 1.264
H -0.919 0.750 1.074
H -0.736 -2.076 1.942
H -1.179 -2.812 4.270
H -0.003 -1.749 6.156
H 1.678 0.021 5.720
H 2.129 0.750 3.403
C -4.438 -0.086 -2.400
N -3.050 0.035 -1.960
C -2.381 1.274 -2.333
C -2.430 -0.868 -1.209
C -3.206 -1.998 -0.595
O -1.214 -0.779 -0.943
H -4.593 0.606 -3.224
H -5.139 0.172 -1.604
H -4.652 -1.087 -2.764
H -3.011 2.118 -2.056
H -2.199 1.307 -3.410
H -1.440 1.357 -1.801
H -4.238 -2.055 -0.915
H -3.186 -1.838 0.486
H -2.708 -2.946 -0.795

***

# C30H33N2O11Sn

A molecular structure, C30H33N2O11Sn (wB97M-V/def2-TZVPD, the Open Molecules 2025 dataset).

The LUMO energy (alpha / beta) comes out at 1.043 / 1.051 eV. For the HOMO-LUMO gap (alpha / beta), the calculation gives 0.145 / 0.158 Eh. The calculation puts the highest occupied orbital energy (alpha / beta) at -0.1063 / -0.1194 Eh. For the energy relative to the best compared isomer or geometry (same formula, charge and spin), the calculation gives 3.9 kcal per mole. As for the net charge: -1.

Atoms and positions in Å:
C 0.138 0.018 -6.774
C 0.006 -0.485 -5.330
C -0.327 1.483 -6.802
C -0.777 1.883 -5.357
H -1.166 1.603 -7.499
H 0.499 2.113 -7.169
C -1.003 0.386 -4.631
H 0.986 -0.367 -4.853
H -0.258 -1.548 -5.281
C -1.138 -0.154 -3.157
H -1.994 0.167 -5.071
H -1.818 2.264 -5.397
C 0.073 3.053 -5.070
C 1.562 -0.168 -7.287
C -0.635 -0.814 -7.791
O -1.276 -0.345 -8.717
O 2.556 -0.143 -6.570
O 1.618 -0.388 -8.610
O -0.480 -2.137 -7.610
C -1.013 -2.904 -8.696
H -0.770 -3.937 -8.462
H -0.540 -2.601 -9.636
H -2.096 -2.765 -8.774
C 2.944 -0.614 -9.085
H 3.591 0.241 -8.868
H 2.847 -0.756 -10.158
H 3.366 -1.510 -8.618
O -1.971 0.475 -2.198
H -0.143 -0.326 -2.684
H -1.579 -1.165 -3.258
C -0.576 4.373 -4.939
C 1.486 2.929 -4.690
H 2.098 3.703 -5.194
H 1.926 1.946 -4.915
H 1.603 3.122 -3.603
H -0.077 4.951 -4.147
H -1.643 4.277 -4.690
H -0.509 4.966 -5.866
Sn -1.498 2.330 -1.714
C -2.520 -0.937 1.220
C -2.888 -1.068 -0.142
C -2.167 -2.165 -0.694
H -3.608 -0.446 -0.665
C -1.344 -2.704 0.335
C -1.570 -1.950 1.525
H -1.106 -2.124 2.492
H -2.928 -0.213 1.920
H -2.240 -2.538 -1.710
H -0.669 -3.546 0.229
C 2.537 0.190 0.128
C 2.463 -0.879 1.062
C 1.818 -1.976 0.418
H 2.824 -0.848 2.083
C 1.514 -1.590 -0.917
C 1.966 -0.248 -1.099
H 1.897 0.330 -2.018
H 2.969 1.163 0.329
H 1.595 -2.934 0.877
H 1.008 -2.198 -1.663
O 0.458 2.039 -0.054
C -0.477 1.914 0.782
O -1.730 1.937 0.400
C -0.227 1.738 2.260
C 1.069 1.735 2.804
C 1.295 1.319 4.137
C 0.235 1.031 5.002
C -1.057 1.122 4.480
C -1.293 1.540 3.153
N -2.146 0.608 5.279
O -1.904 0.297 6.466
O -3.277 0.481 4.760
N 2.644 0.988 4.542
O 3.537 1.043 3.665
O 2.868 0.641 5.720
H 1.913 2.010 2.181
H 0.407 0.692 6.022
H -2.316 1.685 2.815

***

# C30H33N4OPdS3

A molecular structure, C30H33N4OPdS3 (wB97M-V/def2-TZVPD, the Open Molecules 2025 dataset).

The LUMO energy comes out at -4.990 eV. For the HOMO-LUMO gap, the calculation gives 0.217 Eh. The calculation puts the highest occupied orbital energy at -0.4003 Eh. For the energy relative to the best compared isomer or geometry (same formula, charge and spin), the calculation gives 0.0 kcal per mole. As for the net charge: +1.

Atoms and positions in Å:
Pd 0.751 0.556 -1.114
C 6.544 3.981 -0.120
C 5.662 3.610 -1.307
N 5.024 2.308 -1.175
C 5.887 1.143 -1.119
C 5.988 0.550 0.284
C 3.696 2.206 -1.138
S 3.059 0.567 -1.098
N 2.993 3.317 -1.141
C 1.678 3.489 -1.191
O 0.786 2.600 -1.250
C 1.214 4.892 -1.188
C -0.164 5.122 -1.199
C -0.654 6.412 -1.199
C 0.224 7.486 -1.191
C 1.594 7.263 -1.180
C 2.093 5.974 -1.178
H 6.983 4.957 -0.304
H 7.354 3.273 0.026
H 5.955 4.041 0.790
H 6.263 3.609 -2.223
H 4.863 4.343 -1.417
H 6.871 1.452 -1.471
H 5.508 0.379 -1.804
H 6.334 1.289 0.998
H 6.680 -0.285 0.272
H 5.023 0.182 0.615
H -0.836 4.276 -1.207
H -1.720 6.580 -1.203
H -0.160 8.496 -1.193
H 2.272 8.102 -1.172
H 3.156 5.798 -1.169
S -1.577 0.571 -0.995
C -2.017 -1.120 -0.985
N -3.316 -1.474 -1.144
C -3.620 -2.882 -1.261
C -2.749 -3.668 -0.284
N -1.367 -3.392 -0.600
C -0.417 -4.476 -0.518
C -0.364 -5.067 0.870
C -0.809 -6.359 1.114
C -0.729 -6.896 2.389
C -0.214 -6.143 3.430
C 0.210 -4.845 3.195
C 0.135 -4.309 1.922
C -1.026 -2.102 -0.838
S 0.657 -1.698 -1.033
C -4.414 -0.542 -1.029
C -5.134 -0.753 0.281
C -6.430 -1.249 0.316
C -7.077 -1.420 1.529
C -6.427 -1.113 2.713
C -5.122 -0.644 2.682
C -4.477 -0.469 1.471
H -3.415 -3.224 -2.285
H -4.676 -3.042 -1.046
H -2.924 -4.738 -0.383
H -2.977 -3.374 0.751
H 0.565 -4.091 -0.801
H -0.712 -5.251 -1.232
H -1.204 -6.959 0.305
H -1.074 -7.903 2.570
H -0.145 -6.564 4.422
H 0.600 -4.250 4.006
H 0.477 -3.300 1.733
H -5.103 -0.689 -1.864
H -4.008 0.470 -1.082
H -6.945 -1.480 -0.606
H -8.092 -1.788 1.548
H -6.933 -1.238 3.658
H -4.611 -0.406 3.602
H -3.463 -0.093 1.445

***

# C30H33N6O3PS2Ta

A molecular structure, C30H33N6O3PS2Ta (wB97M-V/def2-TZVPD, the Open Molecules 2025 dataset).

The LUMO energy comes out at -9.229 eV. For the HOMO-LUMO gap, the calculation gives 0.203 Eh. The calculation puts the highest occupied orbital energy at -0.5422 Eh. For the energy relative to the best compared isomer or geometry (same formula, charge and spin), the calculation gives 17.3 kcal per mole. As for the net charge: +3.

Atoms and positions in Å:
Ta 0.205 -0.949 -0.506
C -0.293 0.651 3.776
C 0.052 -0.251 2.632
N -0.292 0.121 1.413
N -1.002 1.334 1.415
C -1.735 1.521 0.393
S -1.815 0.377 -0.960
S -2.708 2.919 0.064
C -2.711 3.843 1.660
C -3.928 3.551 2.487
C -4.996 4.438 2.490
C -6.129 4.167 3.246
C -6.201 3.004 3.997
C -5.135 2.112 3.997
C -4.005 2.386 3.244
C 0.664 -1.553 2.924
C 1.201 -1.864 4.186
C 1.635 -3.142 4.478
C 1.523 -4.159 3.532
C 1.015 -3.888 2.271
C 0.627 -2.598 2.004
O 0.200 -2.275 0.734
H 0.037 1.668 3.573
H 0.122 0.307 4.712
H -1.377 0.692 3.882
H -2.662 4.885 1.351
H -1.776 3.581 2.153
H -4.942 5.355 1.914
H -6.952 4.868 3.254
H -7.083 2.794 4.587
H -5.186 1.210 4.593
H -3.172 1.692 3.250
H 1.297 -1.102 4.942
H 2.054 -3.354 5.452
H 1.842 -5.164 3.773
H 0.924 -4.651 1.510
C 0.545 -5.894 -2.990
C 1.908 -5.706 -2.767
C 2.381 -4.509 -2.257
C 1.462 -3.508 -1.982
C 0.103 -3.686 -2.203
C -0.368 -4.884 -2.710
N 1.820 -2.246 -1.418
N 3.008 -1.898 -1.385
C 3.183 -0.647 -0.738
C 4.474 -0.155 -0.664
C 4.695 1.061 -0.022
C 3.633 1.757 0.535
C 2.334 1.249 0.474
C 2.088 0.040 -0.166
H 0.191 -6.837 -3.383
H 2.604 -6.504 -2.987
H 3.433 -4.354 -2.061
H -0.615 -2.876 -2.022
H -1.424 -5.032 -2.889
H 5.288 -0.733 -1.083
H 5.701 1.451 0.062
H 3.814 2.696 1.043
H 1.525 1.810 0.924
N 2.767 2.127 -4.355
C 2.006 0.825 -4.438
P 0.553 0.959 -3.309
O 0.782 2.227 -2.554
O 0.464 -0.404 -2.621
C -0.953 1.254 -4.316
N -1.782 2.300 -3.627
H 2.406 2.634 -3.524
H 2.635 2.716 -5.180
H 3.772 1.976 -4.250
H 2.648 0.043 -4.036
H 1.783 0.586 -5.476
H -1.558 0.358 -4.438
H -0.682 1.635 -5.300
H -2.116 1.938 -2.714
H -2.591 2.578 -4.188
H -1.216 3.128 -3.405